# 1
ORCA calculation (wB97M-V/def2-TZVPD) on an isolated molecule of C4H9NO2 in a non-equilibrium geometry.

Positions of all 16 atoms, in Å:
N1 -0.589890 2.532430 0.815875
C1 -0.286259 1.182295 1.016059
O1 -0.710386 0.592310 1.978766
C2 0.595523 0.665831 -0.078387
C3 0.722034 -0.849701 -0.190294
C4 -0.538436 -1.486247 -0.784744
O2 -0.351384 -2.855718 -1.132300
H1 0.016388 3.128050 0.306465
H2 -1.322606 3.067634 1.261010
H3 0.421076 1.116315 -1.059745
H4 1.619199 1.046904 0.074102
H5 1.552525 -1.125558 -0.834716
H6 0.927261 -1.220299 0.820487
H7 -1.329667 -1.394340 -0.041555
H8 -0.732323 -1.044301 -1.760393
H9 0.006946 -3.355606 -0.390631

Forces on the atoms, in the same order (eV/Å):
N -0.354 -0.063 0.093
C -0.709 2.136 0.096
O 0.001 -0.760 -0.305
C 1.722 -0.439 -0.731
C -0.486 -0.029 0.122
C 0.912 -0.536 0.363
O 0.141 -0.252 0.048
H 0.514 0.025 -0.751
H 0.147 -0.781 0.571
H -0.789 -0.054 0.150
H -0.182 -0.002 0.566
H 0.221 0.134 -0.030
H -0.110 -0.243 -0.165
H -0.453 0.255 -0.353
H -0.478 0.425 0.262
H -0.098 0.182 0.065

Output
HOMO energy: -10.09 eV
SMILES string: NC(=O)CCCO
Total charge: 0
Frontier orbital gap: 10.930 eV

Here are the natural (NBO) charges for atoms 1 to 5, given in e:
1. N -0.8545
2. C 0.6828
3. O -0.5855
4. C -0.5200
5. C -0.4213



# 2
ORCA calculation (wB97M-V/def2-TZVPD) on an isolated molecule of C4H10N2 in a non-equilibrium geometry.

Positions of all 16 atoms, in Å:
C1 -2.904170 -0.682768 -0.491561
C2 -1.549238 0.016129 -0.876240
C3 -0.321403 -0.514233 -0.198105
N1 0.565399 0.710920 0.021592
C4 1.668314 0.831678 0.724486
N2 2.857588 -0.004957 0.712299
H1 -3.128797 -1.604718 -0.927938
H2 -3.657047 0.039853 -0.641415
H3 -2.618715 -0.909249 0.532380
H4 -1.749896 1.063716 -0.504390
H5 -1.400734 0.126771 -1.952515
H6 -0.601560 -0.772697 0.797567
H7 0.118760 -1.368060 -0.644958
H8 1.868669 1.431028 1.612521
H9 3.281804 -0.123749 1.538214
H10 2.565589 -0.729481 0.101814

Forces on the atoms, in the same order (eV/Å):
C 3.215 0.625 0.696
C -1.754 1.071 -0.670
C 1.047 2.539 0.121
N 2.129 0.231 2.816
C -0.332 -2.658 -0.618
N -4.848 2.199 -4.500
H -0.284 -1.349 -1.110
H -1.148 0.461 0.253
H -1.251 0.106 0.617
H 0.774 -1.028 -0.312
H -0.003 -0.137 -0.048
H -0.101 -0.404 0.922
H 0.551 -0.816 -0.806
H -0.841 1.689 -0.658
H 1.898 -0.959 3.453
H 0.949 -1.572 -0.156

Output
HOMO energy: -8.49 eV
SMILES string: CCC/N=C\N
Total charge: 0
Frontier orbital gap: 9.415 eV

Here are the natural (NBO) charges for atoms 1 to 5, given in e:
1. C -0.6026
2. C -0.3927
3. C -0.2225
4. N -0.5738
5. C 0.3337



# 3
ORCA calculation (wB97M-V/def2-TZVPD) on a structure of composition C7H11GaI2N2OS in a non-equilibrium geometry.

Positions of all 25 atoms, in Å:
C1 1.674081 2.051985 1.111468
I1 3.441030 0.337197 2.514895
H1 1.720339 2.968312 0.511417
H2 1.892358 1.229013 0.447221
H3 2.337641 2.236454 1.970889
C2 -0.272011 -1.955472 -1.971687
C3 -0.667093 -0.555007 -0.258480
N1 -0.289770 -1.811911 -0.595506
H4 -0.687253 -0.440035 -3.522300
I2 -3.202275 0.039812 2.557891
N2 -0.824735 0.099379 -1.434893
H5 -0.028595 -2.888535 -2.452951
Ga1 -0.944976 0.180105 1.513189
C4 0.141681 1.975518 1.594066
O1 -0.497860 2.890546 2.044649
C5 -0.596528 -0.756977 -2.495265
C6 -1.112623 1.513164 -1.566289
H6 -1.591175 1.692375 -2.536954
H7 -0.193447 2.122071 -1.510139
H8 -1.789647 1.847637 -0.761885
C7 0.039250 -2.868288 0.334456
H9 0.560293 -3.667409 -0.212431
H10 -0.865229 -3.292188 0.802783
H11 0.686283 -2.469648 1.140016
S1 1.070262 -0.478096 2.775839

Forces on the atoms, in the same order (eV/Å):
C -3.001 2.283 0.108
I 4.534 -1.060 0.956
H -0.187 0.296 -0.196
H 0.317 -0.310 0.414
H -0.508 -0.137 -0.817
C 0.126 -0.011 0.330
C 0.187 -0.825 -1.556
N -0.330 0.429 -0.647
H 0.024 -0.018 0.087
I -1.427 0.091 0.086
N -0.039 -0.523 -0.145
H 0.033 0.085 0.082
Ga 3.748 0.446 2.570
C -0.212 -1.615 -1.954
O 0.462 1.883 0.812
C -0.025 0.320 -0.178
C -0.159 0.666 0.128
H 0.052 -0.118 0.206
H -0.306 -0.361 0.076
H 0.336 -0.231 -0.331
C 0.135 -0.647 0.707
H -0.115 0.265 0.060
H 0.281 0.296 -0.205
H -0.258 0.043 -0.244
S -3.669 -1.247 -0.346

Output
HOMO energy (alpha / beta): 2.30 / 2.30 eV
Total charge: -2
Frontier orbital gap (alpha / beta): 2.041 / 2.039 eV

Here are the natural (NBO) charges for atoms 1 to 5, given in e:
1. C -0.7641
2. I -0.7362
3. H 0.1800
4. H 0.2139
5. H 0.2581



Looking at energy relative to the best compared isomer or geometry (same formula, charge and spin) for the records above, in order, we have 22.9; 64.4; 36.5 kcal/mol.